# 1
C39H81IN5O16 | wB97M-V/def2-TZVPD

Computed properties:
HOMO level, eV: -9.9
LUMO level, Eh: -0.125
Kohn-Sham gap, eV: 6.48
Charge: +1

Atoms and positions in Å:
C (4.450, -2.321, 4.377)
C (3.685, -3.197, 4.770)
N (2.583, -3.991, 5.129)
C (1.947, -4.052, 6.308)
N (0.820, -4.897, 6.453)
C (0.461, -4.648, 7.765)
C (-0.712, -5.191, 8.648)
C (-1.608, -3.945, 9.054)
C (-1.909, -2.790, 8.005)
N (-2.079, -3.805, 10.226)
N (1.338, -3.764, 8.327)
N (2.283, -3.357, 7.436)
C (3.347, -2.418, 7.799)
C (3.081, -1.605, 9.117)
O (3.182, -2.078, 10.201)
I (2.516, 0.472, 8.956)
H (5.081, -1.517, 3.951)
H (2.216, -4.605, 4.393)
H (-0.262, -5.646, 9.574)
H (-1.345, -5.934, 8.092)
H (-1.200, -1.952, 8.255)
H (-2.980, -2.472, 8.023)
H (-1.670, -3.112, 6.951)
H (-2.615, -2.925, 10.267)
H (1.216, -3.508, 9.307)
H (4.292, -3.014, 7.966)
H (3.604, -1.691, 6.985)
C (2.981, -2.325, -2.529)
O (2.270, -1.662, -1.498)
C (0.885, -1.472, -1.765)
C (-0.002, -1.959, -0.629)
O (0.033, -3.354, -0.334)
C (1.247, -3.914, 0.143)
C (1.745, -3.414, 1.495)
O (2.089, -2.038, 1.475)
C (1.481, -1.272, 2.497)
H (3.433, -1.590, -3.202)
H (3.777, -2.916, -2.069)
H (2.346, -3.009, -3.103)
H (0.591, -1.952, -2.704)
H (0.740, -0.392, -1.884)
H (-1.035, -1.755, -0.929)
H (0.151, -1.375, 0.277)
H (2.026, -3.840, -0.614)
H (1.050, -4.985, 0.252)
H (2.663, -3.967, 1.748)
H (1.001, -3.638, 2.268)
H (0.502, -1.663, 2.790)
H (1.333, -0.258, 2.117)
H (2.144, -1.230, 3.367)
C (-0.907, -1.614, -9.000)
O (-1.614, -0.957, -7.963)
C (-3.008, -0.805, -8.213)
C (-3.868, -1.301, -7.060)
O (-3.792, -2.689, -6.749)
C (-2.557, -3.211, -6.280)
C (-2.054, -2.684, -4.941)
O (-1.747, -1.296, -4.979)
C (-2.361, -0.537, -3.955)
H (-0.485, -0.872, -9.687)
H (-0.088, -2.181, -8.549)
H (-1.534, -2.318, -9.557)
H (-3.301, -1.303, -9.142)
H (-3.184, 0.269, -8.341)
H (-4.908, -1.128, -7.349)
H (-3.718, -0.703, -6.163)
H (-1.790, -3.125, -7.049)
H (-2.723, -4.286, -6.157)
H (-1.120, -3.208, -4.696)
H (-2.778, -2.918, -4.155)
H (-3.324, -0.953, -3.645)
H (-2.541, 0.469, -4.343)
H (-1.688, -0.461, -3.095)
C (-6.853, -0.783, 3.375)
O (-5.949, 0.308, 3.362)
C (-5.980, 1.114, 4.534)
C (-4.597, 1.333, 5.130)
O (-3.909, 0.177, 5.606)
C (-3.538, -0.821, 4.665)
C (-2.523, -0.432, 3.610)
O (-2.982, 0.569, 2.719)
C (-2.105, 1.676, 2.588)
H (-7.791, -0.495, 2.890)
H (-6.404, -1.604, 2.810)
H (-7.057, -1.146, 4.388)
H (-6.652, 0.694, 5.288)
H (-6.384, 2.086, 4.230)
H (-4.733, 1.968, 6.010)
H (-3.958, 1.905, 4.461)
H (-4.426, -1.267, 4.218)
H (-3.068, -1.619, 5.250)
H (-2.314, -1.325, 3.003)
H (-1.592, -0.147, 4.111)
H (-1.535, 1.868, 3.501)
H (-2.711, 2.561, 2.379)
H (-1.426, 1.516, 1.746)
C (1.530, 5.258, 4.621)
O (1.927, 4.497, 3.496)
C (2.428, 5.270, 2.409)
C (3.776, 4.773, 1.905)
O (4.870, 4.840, 2.816)
C (4.823, 4.045, 3.991)
C (4.826, 2.532, 3.795)
O (3.664, 2.066, 3.124)
C (3.930, 1.243, 2.002)
H (0.458, 5.475, 4.565)
H (1.721, 4.663, 5.519)
H (2.092, 6.193, 4.714)
H (2.493, 6.329, 2.672)
H (1.697, 5.171, 1.598)
H (4.057, 5.423, 1.072)
H (3.700, 3.776, 1.476)
H (3.997, 4.356, 4.630)
H (5.731, 4.295, 4.548)
H (4.831, 2.059, 4.787)
H (5.743, 2.228, 3.281)
H (4.872, 1.498, 1.509)
H (3.124, 1.389, 1.279)
H (3.935, 0.192, 2.308)
C (3.122, 4.173, -10.152)
O (1.782, 4.579, -9.947)
C (0.926, 4.376, -11.065)
C (-0.349, 3.628, -10.703)
O (-0.200, 2.294, -10.225)
C (0.477, 2.086, -8.991)
C (-0.179, 2.669, -7.744)
O (-0.237, 4.088, -7.768)
C (-1.525, 4.620, -7.520)
H (3.721, 5.025, -10.490)
H (3.521, 3.820, -9.198)
H (3.205, 3.353, -10.873)
H (1.448, 3.857, -11.876)
H (0.652, 5.373, -11.429)
H (-0.932, 3.539, -11.624)
H (-0.973, 4.206, -10.025)
H (1.518, 2.398, -9.072)
H (0.510, 1.002, -8.856)
H (0.433, 2.392, -6.875)
H (-1.168, 2.223, -7.605)
H (-2.324, 3.958, -7.865)
H (-1.611, 5.562, -8.069)
H (-1.643, 4.829, -6.453)

Force components x, y, z for each atom (eV/Å):
C -1.2185 -1.3919 0.3689
C 0.1124 1.8036 -0.3263
N 1.4625 0.3387 -1.0342
C -1.0921 -0.8751 0.1355
N 1.4239 2.4605 2.7045
C 1.0626 -0.0659 -1.1234
C 0.1979 1.1177 -0.3193
C -0.7106 1.1561 -0.5304
C 1.0794 -1.0628 -0.5113
N 0.6834 -0.4804 -0.5045
N -2.3354 -1.4072 0.9064
N -1.1780 -0.5881 -0.8354
C 1.9851 0.4728 -0.2005
C -0.3478 0.0183 0.1226
O -0.0286 -0.3018 -0.5698
I 0.1584 -0.5853 -0.3255
H -0.6258 -1.1422 0.6285
H 0.1052 0.3178 0.4916
H -0.6145 0.3329 -0.9117
H 0.8568 0.6999 0.4209
H -0.9313 -0.5432 -0.2796
H 1.0033 -0.2084 0.2339
H -0.2641 0.3084 0.9488
H 0.1304 -0.5006 0.1237
H 0.8320 0.4750 -0.3537
H -0.9498 0.5776 0.1072
H -0.7903 -0.8662 0.5255
C 0.1874 0.1903 0.1066
O -0.2841 -0.4434 -0.1929
C 0.3141 0.1556 0.2080
C -0.1899 0.1113 0.0218
O 0.1063 0.0791 0.0979
C 0.0482 -0.1667 -0.1735
C 0.3557 0.0748 -0.2682
O -0.4911 -0.1656 0.2964
C 0.2131 0.1746 -0.1770
H -0.0256 -0.1405 -0.1062
H 0.0049 0.0999 -0.0034
H -0.0259 0.0802 0.0263
H 0.0490 -0.0786 0.0245
H -0.3305 -0.0328 -0.0254
H 0.0105 -0.1472 -0.0643
H 0.2533 0.0730 0.0086
H 0.1366 0.2197 0.1195
H -0.1309 0.0531 0.0717
H -0.0875 -0.2223 -0.0791
H -0.1571 0.1687 -0.0156
H 0.0079 -0.0714 -0.0213
H 0.0761 -0.0343 0.0829
H -0.1592 0.0856 0.1518
C 0.2172 0.2182 0.1157
O -0.2546 -0.4297 -0.2563
C 0.2859 0.2062 0.2498
C -0.1895 0.0548 0.0632
O 0.0853 0.0963 0.0213
C 0.1221 -0.1201 -0.1004
C 0.2801 0.0321 -0.2816
O -0.4930 -0.1110 0.2502
C 0.2932 0.1686 -0.2281
H -0.0418 -0.1488 -0.1375
H -0.0024 0.0943 0.0071
H -0.0286 0.0779 0.0349
H 0.0613 -0.0893 0.0385
H -0.3082 -0.0355 -0.0334
H 0.0179 -0.1367 -0.0764
H 0.2699 0.0826 -0.0043
H 0.1141 0.2151 0.0925
H -0.1384 0.0572 0.0804
H -0.1340 -0.2241 -0.0409
H -0.0806 0.1397 -0.0010
H 0.0421 -0.0631 0.0249
H 0.0834 -0.0339 0.0332
H -0.1471 0.0072 0.1512
C 0.0217 0.0965 -0.2844
O 0.0011 -0.2751 0.5310
C 0.0891 0.0205 -0.4280
C 0.0383 0.2320 0.0807
O 0.0589 -0.0322 -0.0246
C -0.3211 -0.2016 0.0226
C -0.1284 -0.0996 -0.3478
O 0.3074 0.1607 0.5515
C -0.2575 0.0095 -0.2770
H -0.0512 -0.1287 0.1109
H -0.0378 0.0868 -0.0522
H 0.0042 0.0829 -0.0156
H 0.0497 -0.1040 -0.0144
H 0.0569 0.1247 0.2910
H -0.0275 -0.1410 0.0709
H -0.0590 -0.1024 -0.2745
H 0.0142 0.1082 -0.2037
H 0.0179 0.0934 0.1168
H 0.0639 -0.1282 0.2035
H 0.0350 0.2207 -0.0709
H 0.0313 -0.0672 -0.0111
H 0.0242 -0.0801 -0.0593
H 0.1449 0.0789 0.0843
C -0.1608 -0.2331 -0.0593
O 0.3167 0.4062 0.1514
C -0.1548 -0.3612 0.0391
C 0.0830 0.0133 -0.1829
O -0.1195 -0.1003 0.0094
C -0.0028 0.1006 0.1739
C -0.3105 0.1133 0.2042
O 0.4253 0.0136 -0.2979
C -0.3176 0.0399 0.1570
H 0.0536 0.1422 0.1004
H -0.0676 -0.0204 -0.0549
H -0.0312 -0.0340 -0.0619
H 0.0538 -0.0369 0.1066
H 0.1822 0.1596 -0.1958
H 0.0519 0.0898 0.1189
H -0.1983 -0.1287 0.1421
H -0.1732 -0.1921 -0.0644
H 0.0689 -0.0228 -0.1507
H 0.2024 0.1557 0.0720
H -0.0566 0.0133 -0.1590
H 0.0213 -0.0123 0.0619
H 0.0140 -0.0943 0.0607
H 0.1267 -0.0814 -0.1965
C -0.0312 0.2345 0.1823
O 0.0746 -0.4860 -0.2999
C 0.0153 0.2463 0.3494
C -0.1973 -0.0087 -0.0717
O 0.0223 0.0824 0.0115
C 0.1852 -0.0778 0.0543
C 0.3763 0.1068 -0.0038
O -0.5004 -0.2403 -0.1901
C 0.3221 0.2538 0.0218
H 0.0947 -0.1321 -0.0715
H -0.0172 0.0966 -0.0171
H -0.0487 0.0600 -0.0071
H 0.0398 -0.0844 0.0798
H -0.2007 -0.1164 -0.2119
H 0.0941 -0.1210 -0.0293
H 0.1872 0.1481 0.1677
H -0.0299 0.2501 0.1087
H -0.1857 0.0278 -0.0029
H -0.0338 -0.2606 -0.0892
H -0.0679 0.0729 -0.0728
H 0.0239 -0.0512 0.0452
H 0.0418 -0.0161 0.0805
H -0.1895 -0.0507 0.0078

Mulliken atomic charge list, values in e, 4 entries: -0.09 -0.43 0.00 0.43


# 2
C5H11NO | wB97M-V/def2-TZVPD

Computed properties:
Energy above the lowest of the compared OMol25 structures with the same formula, charge and spin, eV: 0.129
SMILES: CNC(=O)C(C)C
HOMO level, eV: -9.6
LUMO level, Eh: 0.034
Kohn-Sham gap, eV: 10.50

Atoms and positions in Å:
C (2.820, 0.524, -0.153)
N (1.476, 0.226, -0.608)
C (0.477, -0.062, 0.278)
O (0.685, -0.171, 1.477)
C (-0.944, -0.127, -0.286)
C (-1.571, -1.501, -0.039)
C (-1.753, 0.965, 0.427)
H (3.257, 1.306, -0.784)
H (3.479, -0.353, -0.159)
H (2.744, 0.889, 0.873)
H (1.329, 0.052, -1.589)
H (-0.933, 0.082, -1.365)
H (-1.511, -1.749, 1.025)
H (-1.067, -2.291, -0.606)
H (-2.627, -1.494, -0.333)
H (-2.800, 0.946, 0.108)
H (-1.710, 0.796, 1.508)
H (-1.349, 1.963, 0.226)

Force components x, y, z for each atom (eV/Å):
C 0.1363 0.0017 0.0682
N -0.0853 -0.0989 0.0269
C 0.0207 0.0335 0.1467
O -0.0497 0.0631 -0.3562
C -0.0144 -0.0105 -0.0313
C 0.0139 -0.0823 0.0400
C -0.0315 0.0663 0.0337
H -0.0723 -0.1668 0.1041
H -0.1226 0.1080 0.0037
H 0.0667 -0.0680 -0.1610
H -0.1501 0.1860 0.1166
H 0.0771 -0.0430 0.1696
H -0.0112 0.0349 -0.1424
H -0.0392 0.1095 0.0849
H 0.1773 0.0047 0.0377
H 0.1605 -0.0203 0.0078
H -0.0315 0.0230 -0.1609
H -0.0447 -0.1410 0.0118

Mulliken atomic charge list, values in e, 4 entries: -0.84 -0.21 0.39 -0.63


Among the records above, which one has the lowest HOMO level? C39H81IN5O16


Which value of Kohn-Sham gap does entry 2 give? 10.50 eV